A molecular structure, C39H35N7OPRuSi. Source: the Open Molecules 2025 dataset; level of theory: ωB97M-V with the def2-TZVPD basis set.

Its net charge is +2. As for the energy above the lowest of the compared OMol25 structures with the same formula, charge and spin: 0.00 kcal per mole. The value obtained for the total energy is -73222.9367 eV. Its multiplicity is 6. The HOMO energy (alpha / beta) comes out at -0.4248 / -0.5053 Eh. The HOMO-LUMO gap (alpha / beta) is 5.8718 / 6.2711 eV.

The geometry in XYZ format:
```
85
C39H35N7OPRuSi, DFT ωB97M-V with the def2-TZVPD basis set
Ru 0.4659 -0.6313 0.0447
N -3.0370 -0.9782 0.9076
C -2.2297 -1.3311 1.9129
N -2.7987 -1.5531 3.0799
C -2.0012 -1.9465 4.0717
N -2.5312 -2.1630 5.2678
N -0.6790 -2.1388 3.9196
C -0.1691 -1.8446 2.7549
N -0.8903 -1.4235 1.6821
C 1.2780 -1.9595 2.6116
C 2.0843 -2.3543 3.6765
C 3.4465 -2.4577 3.4940
C 3.9851 -2.1418 2.2496
C 3.1340 -1.7360 1.2476
N 1.8056 -1.6459 1.4095
H -4.0280 -0.9921 1.0828
H -2.7074 -0.9933 -0.0377
H -3.5194 -2.0491 5.4132
H -1.9437 -2.5036 6.0091
H 1.6085 -2.5838 4.6187
H 4.0906 -2.7815 4.3002
H 5.0477 -2.2128 2.0673
H 3.5133 -1.4852 0.2663
O 1.9653 -2.9117 -1.1534
N 1.2311 -1.8851 -1.7501
C 1.8660 -1.3830 -2.7454
C 1.2997 -0.3942 -3.6227
C 2.0160 -0.1039 -4.7903
C 1.4865 0.7171 -5.7633
C 0.2237 1.2632 -5.5838
C -0.4858 1.0176 -4.4172
C 0.0340 0.1999 -3.4195
P -0.9289 -0.1129 -1.8948
C -2.0859 1.2876 -1.8797
C -3.4652 1.1338 -1.7662
C -4.2863 2.2515 -1.7421
C -3.7403 3.5230 -1.8321
C -2.3656 3.6825 -1.9546
C -1.5409 2.5712 -1.9707
C -1.9124 -1.5881 -2.3642
C -2.6975 -1.5547 -3.5183
C -3.3383 -2.7004 -3.9597
C -3.2036 -3.8896 -3.2574
C -2.4573 -3.9245 -2.0882
C -1.8145 -2.7805 -1.6430
H 1.3397 -3.6389 -1.0401
H 2.8497 -1.7900 -2.9758
H 2.9921 -0.5516 -4.9342
H 2.0487 0.9281 -6.6623
H -0.2097 1.8861 -6.3547
H -1.4576 1.4731 -4.2898
H -3.9083 0.1462 -1.7307
H -5.3587 2.1274 -1.6698
H -4.3869 4.3902 -1.8193
H -1.9372 4.6724 -2.0429
H -0.4689 2.6940 -2.0787
H -2.8027 -0.6306 -4.0735
H -3.9378 -2.6658 -4.8597
H -3.6856 -4.7878 -3.6193
H -2.3807 -4.8466 -1.5265
H -1.2535 -2.8097 -0.7163
C -1.9347 2.4710 3.5530
C -1.9586 2.9941 2.2679
C -0.9572 2.6722 1.3663
C 0.0923 1.8207 1.7316
C 0.0958 1.2953 3.0310
C -0.9024 1.6226 3.9330
Si 1.5297 1.5458 0.5132
C 3.2505 1.7085 1.2422
C 4.2192 2.3842 0.4927
C 5.4587 2.6746 1.0403
C 5.7497 2.2976 2.3435
C 4.8047 1.6119 3.0944
C 3.5694 1.3112 2.5432
H -2.7094 2.7362 4.2601
H -2.7528 3.6667 1.9699
H -0.9757 3.1112 0.3806
H 0.8939 0.6451 3.3622
H -0.8650 1.2253 4.9400
H 1.4445 2.5547 -0.5749
H 3.9973 2.6979 -0.5212
H 6.1976 3.2060 0.4550
H 6.7112 2.5418 2.7752
H 5.0257 1.3216 4.1139
H 2.8483 0.7754 3.1476
```